C20H26FN7O5 | ωB97M-V with the def2-TZVPD basis set

Element x y z (Å)
C: 1.92816 -4.14342 6.23703
O: 1.50318 -3.38965 5.09322
C: 0.24594 -3.62540 4.58626
C: -0.62553 -4.63672 5.02052
C: -1.88055 -4.79533 4.42653
C: -2.30394 -3.94828 3.38500
O: -3.52183 -4.08128 2.75367
C: -4.57123 -4.77580 3.44291
C: -1.43727 -2.92809 2.94188
C: -1.88102 -2.01398 1.80875
C: -1.18733 -0.68402 1.79274
N: -1.55012 0.32978 2.53518
C: -0.64801 1.33500 2.26151
N: -0.64975 2.51945 2.83553
C: 0.31116 3.36071 2.45561
F: 0.34155 4.58233 3.03105
N: 1.24346 3.08179 1.53699
C: 1.20590 1.89008 1.00428
N: 2.17351 1.66838 0.08570
C: 0.26756 0.94770 1.32416
N: -0.08293 -0.35724 1.02215
C: -0.17450 -2.78785 3.55282
H: 2.00119 -5.20864 5.99623
H: 2.91516 -3.79757 6.55731
H: 1.23291 -4.00970 7.07199
H: -0.34619 -5.31810 5.81631
H: -2.51237 -5.60018 4.78493
H: -5.51784 -4.62125 2.91724
H: -4.37077 -5.85113 3.47321
H: -4.68423 -4.40097 4.46561
H: -1.71902 -2.52487 0.85703
H: -2.95247 -1.81350 1.90395
H: 2.69390 2.51483 -0.12520
H: 1.93733 1.06341 -0.68800
H: 0.42849 -1.00231 0.42317
H: 0.51988 -2.01205 3.25031
C: -0.25397 5.42526 -6.34271
N: 0.30916 4.30626 -5.58999
C: 0.91869 4.41302 -4.40397
O: 1.04978 5.49498 -3.84061
C: 1.45176 3.14892 -3.70605
C: 2.93149 2.94527 -4.05422
O: 3.47550 1.88554 -3.28504
N: 0.68465 1.89619 -3.89741
C: 0.46401 1.24192 -5.03884
C: -0.34415 -0.03071 -4.93629
O: 0.87494 1.61584 -6.12879
H: -0.46517 5.11821 -7.36807
H: -1.17768 5.76038 -5.86870
H: 0.45385 6.25670 -6.35592
H: 0.29433 3.38662 -6.01743
H: 1.41958 3.37723 -2.64058
H: 3.03236 2.72053 -5.11715
H: 3.47947 3.86412 -3.83670
H: 4.37337 1.72461 -3.59096
H: 0.30045 1.48458 -3.06529
H: -1.34054 0.20192 -4.56454
H: 0.15638 -0.72323 -4.26209
H: -0.42067 -0.48031 -5.92626

The spin multiplicity is 1. Its total charge is 0. Its SMILES is COc1ccc(OC)c(Cc2nc3nc(F)nc(N)c3[nH]2)c1.CNC(=O)[C@H](CO)NC(C)=O. The electronic energy is -1637.12953 Ha. The calculation puts the orbital gap at 8.12 eV.

List of Löwdin charges in e, atom by atom:
1 C -0.08
2 O -0.09
3 C -0.27
4 C -0.02
5 C -0.01
6 C -0.23
7 O -0.10
8 C -0.07
9 C -0.12
10 C -0.05
11 C -0.31
12 N 0.20
13 C -0.31
14 N 0.20
15 C -0.36
16 F 0.09
17 N 0.19
18 C -0.37
19 N 0.15
20 C -0.14
21 N 0.16
22 C 0.05
23 H 0.09
24 H 0.09
25 H 0.09
26 H 0.10
27 H 0.10
28 H 0.09
29 H 0.09
30 H 0.10
31 H 0.13
32 H 0.13
33 H 0.11
34 H 0.09
35 H 0.16
36 H 0.12
37 C -0.05
38 N 0.04
39 C -0.46
40 O 0.05
41 C -0.16
42 C -0.20
43 O -0.06
44 N 0.12
45 C -0.54
46 C 0.01
47 O 0.03
48 H 0.08
49 H 0.09
50 H 0.09
51 H 0.09
52 H 0.15
53 H 0.12
54 H 0.13
55 H 0.09
56 H 0.14
57 H 0.09
58 H 0.08
59 H 0.09

C20H26I2N4O4Pr | ωB97M-V with the def2-TZVPD basis set

Element x y z (Å)
Pr: -0.10988 -0.42501 0.38641
C: -3.11899 -1.13420 -0.67947
C: -3.08709 0.29142 -1.22890
N: -1.85023 1.03089 -0.89024
C: -1.22873 1.70808 -2.04374
C: -0.69912 0.68989 -3.05872
N: 0.00392 -0.42028 -2.40604
C: -0.32464 -1.75277 -2.90765
C: -1.71509 -2.17918 -2.43822
N: -1.89711 -1.90606 -0.99758
H: -4.01480 -1.62359 -1.07761
H: -3.20646 -1.10167 0.40651
H: -3.96300 0.81564 -0.84379
H: -3.19821 0.27938 -2.31294
H: -2.07696 1.71752 -0.17656
H: -0.41085 2.32864 -1.66892
H: -1.94154 2.36463 -2.55350
H: -0.05686 1.21327 -3.77000
H: -1.52656 0.28490 -3.64295
H: 1.00423 -0.26550 -2.43224
H: 0.42130 -2.44487 -2.50854
H: -0.27842 -1.82089 -4.00088
H: -1.85525 -3.23836 -2.65634
H: -2.48174 -1.64872 -3.00408
H: -1.97343 -2.78954 -0.50420
O: -1.34054 0.32787 4.10441
C: -1.29981 -0.34748 3.10209
O: -1.63167 0.01522 1.90431
C: -0.81257 -1.79868 3.18005
C: -0.75408 -2.45891 4.39574
C: -0.38240 -3.79322 4.41269
C: -0.07432 -4.41804 3.21171
C: -0.12418 -3.67516 2.04789
N: -0.48339 -2.38889 2.01928
H: -1.01065 -1.91449 5.29337
H: -0.34064 -4.34259 5.34350
H: 0.21384 -5.45890 3.17325
H: 0.14183 -4.12297 1.09714
C: 1.33884 3.39671 2.58848
C: 1.44296 2.37831 1.49151
O: 0.91561 1.26713 1.68202
C: 2.16760 2.67301 0.26928
C: 2.72485 3.95000 0.06021
C: 3.48001 4.23363 -1.04902
C: 3.72489 3.22311 -1.98319
C: 3.20471 1.96242 -1.80980
C: 2.39660 1.65101 -0.69883
O: 1.86981 0.45348 -0.60960
H: 0.77555 2.96429 3.41147
H: 0.82877 4.29178 2.22918
H: 2.32756 3.69951 2.93414
H: 2.55260 4.72532 0.79461
H: 3.89429 5.22138 -1.19376
H: 4.33560 3.43288 -2.85221
H: 3.40627 1.17500 -2.52616
I: 2.77257 -1.88646 0.14881
I: 3.32500 -4.40987 0.83764

The calculation puts the energy above the lowest of the compared OMol25 structures with the same formula, charge and spin at 0.0 kJ/mol. The spin multiplicity is 3. Its total charge is +1. The electronic energy is -2410.11500 Ha. The calculation puts the orbital gap (spin up / spin down) at 7.22 / 7.24 eV.

List of Löwdin charges in e, atom by atom:
1 Pr 0.97
2 C -0.18
3 C -0.15
4 N -0.12
5 C -0.16
6 C -0.16
7 N -0.11
8 C -0.18
9 C -0.16
10 N -0.11
11 H 0.13
12 H 0.11
13 H 0.14
14 H 0.11
15 H 0.13
16 H 0.12
17 H 0.13
18 H 0.13
19 H 0.11
20 H 0.10
21 H 0.12
22 H 0.13
23 H 0.13
24 H 0.11
25 H 0.12
26 O 0.12
27 C -0.58
28 O -0.20
29 C -0.16
30 C 0.03
31 C -0.02
32 C -0.04
33 C -0.17
34 N 0.01
35 H 0.13
36 H 0.12
37 H 0.12
38 H 0.08
39 C 0.02
40 C -0.31
41 O -0.08
42 C -0.09
43 C -0.02
44 C -0.07
45 C -0.05
46 C 0.00
47 C -0.33
48 O -0.49
49 H 0.10
50 H 0.10
51 H 0.10
52 H 0.11
53 H 0.11
54 H 0.11
55 H 0.12
56 I 0.59
57 I 0.17

C20H26N2O3 | ωB97M-V with the def2-TZVPD basis set

Element x y z (Å)
H: 4.07489 3.67122 -1.93652
N: 4.24856 4.50026 -2.51015
C: 3.54277 5.47374 -2.12508
C: 2.49597 5.45566 -1.03180
C: 2.88872 4.61003 0.15038
C: 3.90412 4.86421 0.97539
C: 4.13077 3.96857 2.14126
O: 4.63048 4.36398 3.16996
C: 3.68485 2.56287 1.96457
C: 2.69000 2.25759 1.12654
C: 2.26973 0.82523 0.86906
C: 0.93481 0.59646 0.20601
C: -0.17955 0.21590 0.94302
C: -1.40751 0.01416 0.32514
C: -1.54980 0.18656 -1.04572
C: -2.88135 -0.00257 -1.72155
C: -0.42444 0.55284 -1.78612
C: 0.80005 0.75011 -1.17039
C: 2.01650 3.42566 0.46670
O: 0.83011 3.47106 0.25232
H: 3.67639 6.42030 -2.64787
H: 2.24297 6.47109 -0.72606
H: 1.57960 5.04045 -1.46006
H: 4.54125 5.73269 0.85888
H: 4.19538 1.80961 2.55349
H: 3.03988 0.39559 0.21976
H: 2.33173 0.27798 1.80994
H: -0.07186 0.08534 2.01332
H: -2.25410 -0.28291 0.93076
H: -2.79161 -0.60989 -2.62100
H: -3.29852 0.96686 -2.00164
H: -3.59386 -0.48148 -1.05123
H: -0.52233 0.67527 -2.85836
H: 1.66030 1.02490 -1.77217
C: -2.50685 -3.73806 -1.38988
O: -2.84322 -3.18084 -0.13510
C: -3.71989 -3.94892 0.66351
C: -3.04783 -5.07718 1.45483
C: -2.65349 -6.28606 0.61220
N: -1.87908 -4.61736 2.20874
H: -3.35242 -4.28212 -1.82233
H: -1.64528 -4.40666 -1.32417
H: -2.24450 -2.91165 -2.05002
H: -4.14676 -3.24240 1.38037
H: -4.54660 -4.33670 0.05217
H: -3.79077 -5.41540 2.18414
H: -1.73869 -6.10049 0.04941
H: -2.46364 -7.14258 1.25803
H: -3.44240 -6.55622 -0.09228
H: -2.16002 -3.90512 2.87562
H: -1.25348 -4.14158 1.56401

The calculation puts the energy above the lowest of the compared OMol25 structures with the same formula, charge and spin at 474.3 kJ/mol. The spin multiplicity is 1. Its total charge is 0. Its SMILES is [H]/N=C\CC1=CC(=O)C=C(Cc2ccc(C)cc2)C1=O.COC[C@@H](C)N. The electronic energy is -1112.85918 Ha. The calculation puts the orbital gap at 7.71 eV.

List of Löwdin charges in e, atom by atom:
1 H 0.05
2 N 0.10
3 C -0.24
4 C -0.12
5 C -0.15
6 C 0.07
7 C -0.38
8 O 0.11
9 C 0.06
10 C -0.10
11 C -0.08
12 C -0.25
13 C -0.03
14 C -0.04
15 C -0.27
16 C -0.06
17 C -0.04
18 C -0.05
19 C -0.29
20 O 0.15
21 H 0.10
22 H 0.12
23 H 0.12
24 H 0.14
25 H 0.13
26 H 0.13
27 H 0.12
28 H 0.11
29 H 0.11
30 H 0.07
31 H 0.08
32 H 0.07
33 H 0.11
34 H 0.12
35 C -0.10
36 O -0.20
37 C -0.21
38 C -0.44
39 C -0.07
40 N 0.04
41 H 0.09
42 H 0.08
43 H 0.07
44 H 0.12
45 H 0.12
46 H 0.13
47 H 0.06
48 H 0.08
49 H 0.08
50 H 0.07
51 H 0.07

C20H26N2O5 | ωB97M-V with the def2-TZVPD basis set

Element x y z (Å)
C: 2.73717 0.90444 -7.51690
C: 2.35294 2.19556 -6.80922
O: 2.64494 2.12643 -5.41111
C: 1.73080 1.56161 -4.61931
O: 0.66522 1.15694 -5.00787
C: 2.24989 1.49660 -3.19418
C: 1.14784 1.73425 -2.15539
C: 0.17780 0.54991 -2.08651
N: 0.90538 -0.66964 -1.82700
C: 0.97806 -1.34390 -0.65807
O: 1.73080 -2.28770 -0.50490
C: 0.04336 -0.87958 0.45287
C: 0.26120 -1.73920 1.69697
N: -0.54753 -1.27637 2.80539
C: -0.29212 -0.09767 3.47294
O: 0.60433 0.65901 3.20259
C: -1.33988 0.06204 4.55387
C: -2.24269 -1.16651 4.41524
C: -1.65780 -1.95798 3.26438
O: -2.06623 -2.98793 2.79880
C: -3.62240 -0.55082 4.04920
C: -4.05516 0.19437 5.28813
C: -3.27275 1.25930 5.40810
C: -2.30348 1.24387 4.25148
C: -3.18865 0.62353 3.16430
C: 1.84933 -0.97895 -2.88207
C: 2.90497 0.12243 -2.96647
H: 2.55774 1.00626 -8.58316
H: 3.78925 0.68376 -7.35303
H: 2.13919 0.07938 -7.13736
H: 2.93827 3.03881 -7.18075
H: 1.28420 2.39593 -6.93693
H: 3.01738 2.27123 -3.10420
H: 0.59326 2.64112 -2.40067
H: 1.61821 1.87138 -1.17903
H: -0.57427 0.72781 -1.32072
H: -0.32622 0.44709 -3.05202
H: 0.26102 0.16117 0.70229
H: -0.99389 -0.96329 0.12014
H: -0.01250 -2.77671 1.49804
H: 1.31398 -1.69422 1.98520
H: -0.85774 0.18240 5.52443
H: -2.31345 -1.79817 5.30118
H: -4.32445 -1.26841 3.63463
H: -4.82332 -0.14769 5.95589
H: -3.25380 1.98812 6.19647
H: -1.79369 2.17559 4.02321
H: -4.02286 1.26728 2.89087
H: -2.64956 0.32779 2.26543
H: 2.31426 -1.93705 -2.64502
H: 1.30305 -1.05936 -3.82628
H: 3.60982 -0.09466 -3.77024
H: 3.45730 0.15116 -2.02513

The calculation puts the energy above the lowest of the compared OMol25 structures with the same formula, charge and spin at 33.0 kJ/mol. The spin multiplicity is 1. Its total charge is 0. Its SMILES is CCOC(=O)C1CCN(C(=O)CCN2C(=O)[C@@H]3[C@H](C2=O)[C@H]2C=C[C@@H]3C2)CC1. The electronic energy is -1263.49516 Ha. The calculation puts the orbital gap at 9.76 eV.

List of Löwdin charges in e, atom by atom:
1 C -0.06
2 C -0.21
3 O 0.00
4 C -0.47
5 O 0.11
6 C -0.21
7 C -0.10
8 C -0.14
9 N -0.05
10 C -0.44
11 O 0.06
12 C -0.07
13 C -0.10
14 N 0.05
15 C -0.39
16 O 0.12
17 C -0.12
18 C -0.12
19 C -0.38
20 O 0.12
21 C -0.21
22 C -0.04
23 C -0.04
24 C -0.22
25 C -0.08
26 C -0.12
27 C -0.10
28 H 0.08
29 H 0.08
30 H 0.08
31 H 0.12
32 H 0.12
33 H 0.15
34 H 0.12
35 H 0.12
36 H 0.11
37 H 0.12
38 H 0.12
39 H 0.13
40 H 0.13
41 H 0.14
42 H 0.16
43 H 0.16
44 H 0.15
45 H 0.11
46 H 0.11
47 H 0.15
48 H 0.13
49 H 0.12
50 H 0.12
51 H 0.13
52 H 0.12
53 H 0.13

C20H26N2O6S4 | ωB97M-V with the def2-TZVPD basis set

Element x y z (Å)
C: -5.99958 -3.86399 1.30532
H: -5.27097 -3.23493 1.81029
H: -6.33295 -4.62252 2.00942
C: -5.40164 -4.52240 0.06750
C: -4.99494 -3.51582 -1.00995
C: -3.78414 -2.68120 -0.62275
H: -3.56746 -1.93202 -1.39279
H: -3.92809 -2.16104 0.32888
O: -2.64832 -3.54793 -0.51225
C: -1.52829 -3.01494 -0.06607
O: -1.40951 -1.86999 0.30276
C: -0.36921 -3.99136 -0.12814
C: 0.43743 -3.70839 -1.40745
N: 0.68836 -2.28817 -1.53675
C: -0.08005 -1.47491 -2.31472
S: -1.24258 -1.97260 -3.34150
S: 0.34170 0.22415 -2.07389
C: 1.48071 -0.21615 -0.85826
C: 2.17179 0.65932 -0.08969
S: 3.25396 0.25024 1.18558
C: 3.44166 1.96766 1.59148
S: 4.38246 2.51398 2.80217
N: 2.70739 2.75179 0.75653
C: 1.99185 2.10411 -0.22375
O: 1.31986 2.63474 -1.07964
C: 2.51925 4.16819 0.98423
C: 1.58963 4.43016 2.17514
C: 0.19082 3.86194 1.99136
O: -0.81260 4.51522 2.07013
O: 0.22403 2.54472 1.77291
C: -1.02766 1.87261 1.57522
C: -1.68814 2.23433 0.24764
C: -2.77112 1.22327 -0.11840
C: -3.34673 1.50404 -1.50062
H: -3.77069 2.50469 -1.54145
H: -2.56926 1.43149 -2.25798
H: -4.13010 0.78894 -1.74236
H: -3.56913 1.26310 0.62652
H: -2.34527 0.21891 -0.09514
H: -0.92559 2.25264 -0.53350
H: -2.11679 3.23523 0.31734
H: -1.68994 2.11469 2.41222
H: -0.77488 0.80977 1.60211
H: 1.49651 5.50528 2.32545
H: 2.02512 3.98482 3.07278
H: 3.49301 4.62379 1.18086
H: 2.09215 4.57641 0.06502
C: 1.56633 -1.66379 -0.67622
O: 2.29662 -2.22452 0.10810
H: -0.11418 -4.03248 -2.29239
H: 1.40280 -4.21662 -1.35440
H: -0.73811 -5.01442 -0.14714
H: 0.27011 -3.83114 0.74093
H: -5.82346 -2.83631 -1.21499
H: -4.75480 -4.04987 -1.93066
H: -6.13869 -5.20456 -0.36062
H: -4.52758 -5.11204 0.34917
H: -6.85515 -3.24925 1.03401

The calculation puts the energy above the lowest of the compared OMol25 structures with the same formula, charge and spin at 40.1 kJ/mol. The spin multiplicity is 1. Its total charge is 0. The electronic energy is -2931.51366 Ha. The calculation puts the orbital gap at 6.88 eV.

List of Löwdin charges in e, atom by atom:
1 C -0.11
2 H 0.07
3 H 0.07
4 C -0.26
5 C -0.17
6 C -0.17
7 H 0.11
8 H 0.13
9 O 0.01
10 C -0.51
11 O 0.10
12 C -0.03
13 C -0.12
14 N -0.10
15 C -1.04
16 S 0.73
17 S 1.11
18 C -0.40
19 C -0.42
20 S 1.10
21 C -1.06
22 S 0.71
23 N -0.10
24 C -0.46
25 O 0.08
26 C -0.13
27 C -0.06
28 C -0.48
29 O 0.13
30 O -0.01
31 C -0.13
32 C -0.19
33 C -0.26
34 C -0.10
35 H 0.07
36 H 0.06
37 H 0.06
38 H 0.12
39 H 0.07
40 H 0.08
41 H 0.12
42 H 0.14
43 H 0.13
44 H 0.13
45 H 0.10
46 H 0.11
47 H 0.14
48 C -0.45
49 O 0.09
50 H 0.09
51 H 0.14
52 H 0.13
53 H 0.13
54 H 0.12
55 H 0.12
56 H 0.11
57 H 0.10
58 H 0.07

C20H26N2O7 | ωB97M-V with the def2-TZVPD basis set

Element x y z (Å)
C: -2.26656 -0.98171 3.06794
O: -2.13026 -1.74584 1.89472
C: -0.98717 -1.60957 1.16444
C: 0.12159 -0.90327 1.60324
C: 1.26514 -0.83853 0.82312
C: 2.46200 -0.02134 1.27499
N: 3.57888 -0.88284 1.62676
C: 4.68613 -1.10372 0.89193
O: 5.51023 -1.95577 1.13816
N: 4.86342 -0.22282 -0.16736
C: 4.00568 0.79153 -0.50536
C: 4.48716 1.64531 -1.62993
C: 2.84604 0.94881 0.17619
C: 1.84091 1.95436 -0.15285
O: 1.84416 2.70050 -1.10939
O: 0.84710 1.97166 0.76513
C: -0.27556 2.77932 0.46296
C: -1.34418 1.98150 -0.30303
C: -2.30740 2.89902 -1.07817
C: -3.67295 2.26434 -0.82279
C: -3.46516 1.69003 0.57580
O: -2.13790 1.20119 0.58179
C: 1.30829 -1.51548 -0.37754
C: 0.20347 -2.22528 -0.85028
O: 0.41993 -2.82000 -2.05494
C: -0.57835 -3.57914 -2.69995
C: -0.97086 -2.25468 -0.08851
O: -2.07801 -2.92781 -0.56278
C: -3.31700 -2.24755 -0.50347
H: -2.14117 0.08314 2.85579
H: -1.55402 -1.29559 3.83788
H: -3.27935 -1.16893 3.42344
H: 0.10075 -0.38201 2.54492
H: 2.17997 0.54259 2.17463
H: 3.40119 -1.56380 2.34984
H: 5.72418 -0.33263 -0.68395
H: 4.60577 1.03633 -2.52538
H: 3.77948 2.43976 -1.83607
H: 5.45703 2.07343 -1.37895
H: 0.05117 3.63045 -0.14470
H: -0.67617 3.12040 1.41965
H: -0.82389 1.28042 -0.96905
H: -2.04938 2.95338 -2.13232
H: -2.27747 3.90525 -0.65752
H: -4.49156 2.97818 -0.86645
H: -3.86076 1.45891 -1.53348
H: -4.12679 0.85672 0.81834
H: -3.58680 2.47707 1.33557
H: 2.18963 -1.49682 -0.99864
H: -0.08726 -4.00052 -3.57769
H: -1.41621 -2.95523 -3.02097
H: -0.95055 -4.38332 -2.06364
H: -3.90639 -2.62080 -1.34329
H: -3.17988 -1.16857 -0.60007
H: -3.84033 -2.46007 0.43126

The calculation puts the energy above the lowest of the compared OMol25 structures with the same formula, charge and spin at 242.0 kJ/mol. The spin multiplicity is 1. Its total charge is 0. Its SMILES is COc1cc([C@H]2NC(=O)NC(C)=C2C(=O)OC[C@@H]2CCCO2)cc(OC)c1OC. The electronic energy is -1413.90364 Ha. The calculation puts the orbital gap at 8.75 eV.

List of Löwdin charges in e, atom by atom:
1 C -0.07
2 O -0.09
3 C -0.20
4 C 0.02
5 C -0.18
6 C -0.20
7 N 0.16
8 C -0.54
9 O 0.07
10 N 0.16
11 C -0.22
12 C 0.01
13 C -0.04
14 C -0.42
15 O 0.09
16 O 0.00
17 C -0.10
18 C -0.28
19 C -0.11
20 C -0.15
21 C -0.20
22 O -0.12
23 C 0.06
24 C -0.18
25 O -0.06
26 C -0.07
27 C -0.13
28 O -0.11
29 C -0.06
30 H 0.09
31 H 0.10
32 H 0.10
33 H 0.11
34 H 0.15
35 H 0.16
36 H 0.16
37 H 0.10
38 H 0.07
39 H 0.09
40 H 0.13
41 H 0.14
42 H 0.16
43 H 0.12
44 H 0.12
45 H 0.11
46 H 0.11
47 H 0.12
48 H 0.13
49 H 0.13
50 H 0.09
51 H 0.09
52 H 0.10
53 H 0.09
54 H 0.09
55 H 0.09